{
  "formula": "C34H79N14O11S3",
  "method": "ωB97M-V/def2-TZVPD",
  "fmax_ha_per_bohr": 0.0194,
  "multiplicity": 1,
  "e_lumo_ha": -0.12066,
  "homo_energy_ev": -10.438,
  "total_charge": 1,
  "gap_ev": 7.2,
  "symbols": ["H", "H", "O", "H", "H", "H", "O", "C", "C", "H", "H", "H", "C", "H", "H", "H", "C", "H", "H", "C", "N", "H", "N", "C", "N", "C", "H", "O", "N", "C", "C", "H", "H", "N", "H", "H", "H", "H", "N", "C", "C", "C", "H", "H", "H", "N", "C", "H", "H", "N", "C", "C", "C", "O", "H", "H", "H", "H", "H", "H", "H", "H", "H", "C", "H", "H", "H", "N", "H", "H", "O", "O", "H", "H", "H", "C", "H", "O", "S", "H", "H", "H", "N", "H", "H", "H", "C", "C", "H", "H", "H", "C", "H", "H", "H", "C", "H", "H", "H", "H", "C", "H", "S", "N", "H", "C", "H", "C", "H", "H", "H", "O", "H", "N", "H", "C", "H", "O", "C", "H", "O", "C", "H", "N", "H", "O", "C", "H", "H", "N", "H", "H", "C", "C", "S", "H", "C", "H", "H", "C", "C"],
  "xyz": [[3.62764, -6.29366, 3.58314], [-3.45228, -0.91228, -2.22317], [-1.85778, -8.89316, -4.87671], [-4.17713, 2.02255, 8.81099], [-3.79006, 0.46767, 9.53986], [4.64224, 1.76682, -2.24604], [-0.51548, -1.12188, -8.03526], [4.17772, 2.34242, -3.04556], [-2.66636, 1.36198, 5.29592], [0.48479, -4.11072, 7.85856], [4.91568, -5.88872, 2.42980], [-1.51731, 3.13416, -4.78514], [-0.41868, 2.94216, 5.96328], [1.22477, 0.40261, -3.54943], [0.94806, 4.70896, 2.52282], [-0.97486, -0.70412, -5.72839], [-0.61133, -4.35462, -1.27225], [-0.90090, -2.73845, 5.08939], [-1.01613, 3.76041, 5.56243], [-3.19567, 0.10194, 1.20158], [-0.47748, -3.01555, -1.05411], [-8.28466, 2.28074, -0.98540], [2.44686, -7.74407, 1.86159], [-1.70093, 2.17137, 0.50062], [5.18009, 8.69347, 0.39219], [-1.73459, -8.36808, -3.78805], [-8.07631, 4.03201, -0.79542], [3.66391, 7.07160, 0.05795], [-2.55035, 1.73132, 6.63772], [5.96022, 6.42357, -0.02943], [0.66686, -5.12910, -1.41745], [0.22734, -0.39931, 2.59763], [1.98736, -0.74745, -1.72565], [2.70826, 4.35243, -0.04415], [-1.09168, -3.87295, 7.07935], [-4.76061, 1.85253, -1.18938], [-1.32217, -2.49285, -0.91350], [5.69296, 5.15637, -4.07045], [5.33657, 4.21585, -4.08146], [-1.97582, 0.65110, 0.42118], [2.22887, 3.80646, 1.08057], [-1.45767, 1.10484, -4.72401], [-1.21105, 3.41236, 3.19254], [0.83199, 0.77483, 1.60233], [-2.43382, 4.01033, 1.29381], [-1.79678, 2.29086, -5.25913], [-3.02438, 0.67804, 7.56026], [-0.61744, 1.30712, 7.35632], [3.10362, 2.37662, -2.87045], [0.46909, -1.32524, -10.04784], [3.18502, -6.66932, 1.48036], [2.86370, -1.17105, -2.21999], [-3.39715, 1.26970, 8.91174], [3.89419, -1.09686, -4.37911], [-0.37374, -1.71330, -10.43672], [0.71101, -5.88265, -0.63282], [-0.64776, 2.29437, 0.76333], [-2.26679, -0.10210, 7.69202], [-0.38686, -9.63087, -2.73218], [3.75647, -0.85725, -1.68214], [-2.09110, -9.93349, -2.39177], [5.49170, 3.64295, -4.88952], [-1.83499, -6.58450, -2.70369], [-1.34916, -9.15363, -2.55403], [3.48570, -4.86066, 2.56029], [-2.18933, -6.48588, -4.39871], [-1.29588, 2.83421, 7.89290], [-2.26764, 0.29054, -0.99390], [-2.29530, 2.36011, -6.12778], [2.59982, 4.43245, 3.07799], [2.00255, 2.60027, 1.18732], [-0.82166, 1.03915, -3.66916], [5.85247, 5.63913, 0.71841], [6.94395, 6.87958, 0.07218], [2.01309, -8.30249, 1.14666], [-1.86288, -0.12839, -5.47739], [6.13562, 8.98885, 0.46295], [1.71427, -4.47878, 5.47558], [-2.43329, -0.14173, 4.70628], [-2.50295, -0.73997, -4.84033], [2.55346, -0.36137, -8.95019], [-1.50602, 1.70945, 2.97434], [-5.76231, 1.92045, -1.15213], [-6.32586, 1.26225, -1.65722], [-2.53675, 1.68304, 9.43624], [-2.85734, -0.50269, 2.04106], [-6.28902, 2.95164, -0.42500], [4.83652, 7.41131, 0.14334], [2.25427, 5.78328, 1.97563], [5.87309, 5.96023, -1.01204], [-0.09668, 2.30265, 5.13982], [1.99724, 4.75677, 2.23045], [1.27558, -1.22433, -10.63503], [4.44628, 9.37205, 0.50652], [1.57764, 0.57685, -7.80816], [0.62190, -4.01713, 5.74072], [-0.28787, -5.45338, 7.01563], [2.91897, 5.34174, -0.12808], [-8.12936, 2.99651, 0.63054], [2.81282, -2.25907, -2.18656], [-0.72414, -0.21497, 0.78639], [2.02699, 0.36453, -5.07776], [-3.26183, 2.67114, 4.23130], [-1.93221, -7.03674, -3.59795], [-3.87861, 0.83456, 1.62624], [3.83965, -5.88942, 2.59513], [0.68150, -5.63761, -2.38098], [-1.19155, 2.18203, 7.02509], [-1.05433, -1.24099, 0.95885], [-1.82506, 2.61926, -0.48847], [-1.67008, 0.66829, -1.72020], [-5.56266, 3.72448, 0.16610], [1.55364, -4.50406, -1.33383], [-0.01283, 0.32108, 1.93173], [0.47329, 3.37628, 6.41411], [-1.98468, 2.68718, 2.94425], [-0.06015, -0.24183, -0.08701], [4.52012, 4.45987, -1.99501], [2.97808, -0.73845, -3.66576], [2.11149, -1.05935, -7.38459], [-1.72117, -4.85821, -1.32219], [0.47155, -0.98139, -8.74002], [2.90655, 3.74685, -0.82418], [0.00153, -3.13758, 4.90525], [0.41157, -2.55233, -1.00910], [3.30902, -6.35977, 0.30808], [4.69004, 3.76123, -2.98034], [-3.59045, 2.73908, 1.45621], [2.33968, -8.00866, 2.82288], [1.98947, 0.07535, -4.11492], [-2.38869, 0.09027, -6.40324], [-1.28328, -8.53226, -1.66115], [-3.22058, -0.54176, -1.23184], [-7.79210, 3.05750, -0.40264], [-4.13303, -1.01454, 0.09812], [4.36609, 1.84532, -3.99516], [-0.12922, -4.37660, 6.99991], [-3.90908, 0.22187, 7.11927], [0.48694, -2.88902, 4.06107], [1.76776, -0.42250, -8.19952], [-2.52400, 2.94994, 1.53327]],
  "forces_ev_per_a": [[-0.006, 0.034, 0.006], [0.177, 0.070, -0.070], [0.003, -0.019, -0.003], [0.091, 0.107, -0.015], [-0.006, 0.032, 0.012], [-0.023, 0.004, 0.029], [0.067, 0.109, 0.020], [0.043, 0.129, -0.033], [-0.035, 0.277, -0.183], [0.021, -0.037, 0.000], [-0.001, 0.034, -0.030], [0.008, 0.012, -0.021], [-0.057, 0.070, -0.078], [-0.076, -0.099, -0.058], [0.002, -0.027, 0.031], [0.000, -0.020, -0.006], [0.033, 0.065, 0.030], [0.028, 0.031, 0.110], [0.022, 0.027, 0.011], [0.052, -0.137, 0.349], [-0.006, -0.022, -0.030], [-0.001, 0.005, 0.002], [-0.070, 0.004, -0.036], [0.038, 0.041, 0.221], [-0.029, 0.078, 0.003], [0.003, 0.021, 0.019], [0.002, 0.020, 0.037], [-0.116, 0.172, 0.087], [-0.144, -0.928, -0.344], [0.182, 0.154, -0.001], [0.056, 0.030, -0.001], [0.047, 0.051, 0.008], [0.015, 0.028, 0.007], [-0.649, -0.291, 0.330], [0.004, -0.002, 0.004], [0.005, 0.057, -0.070], [0.017, 0.033, 0.005], [0.008, 0.000, -0.031], [-0.035, 0.044, 0.089], [-0.002, -0.495, -0.111], [0.178, 0.263, -0.238], [0.040, -0.082, -0.212], [-0.084, 0.084, 0.107], [0.138, 0.316, 0.415], [-0.039, -0.009, -0.001], [0.016, -0.004, 0.101], [-0.068, 0.317, 0.320], [-0.051, -0.086, -0.153], [-0.025, -0.092, 0.020], [-0.059, 0.024, -0.018], [0.075, 0.017, 0.031], [-0.086, 0.032, 0.013], [-0.018, -0.315, 0.066], [0.027, 0.030, 0.016], [0.013, -0.017, -0.006], [0.032, -0.035, -0.028], [0.040, 0.058, -0.100], [0.011, -0.021, -0.111], [-0.017, -0.033, -0.020], [0.018, -0.046, 0.000], [0.018, -0.027, -0.025], [0.017, -0.036, 0.019], [-0.082, 0.063, 0.052], [0.004, 0.079, 0.053], [0.030, 0.010, -0.011], [-0.015, -0.014, -0.001], [-0.091, -0.074, 0.024], [0.021, 0.226, 0.001], [0.018, -0.035, -0.015], [-0.032, -0.029, 0.022], [-0.295, -0.342, 0.011], [-0.220, 0.029, 0.551], [-0.032, -0.036, -0.038], [0.004, 0.021, 0.046], [0.025, -0.028, 0.006], [-0.139, 0.097, 0.016], [0.006, -0.031, 0.000], [0.001, -0.040, -0.013], [0.032, -0.302, 0.128], [0.040, -0.023, 0.017], [0.007, 0.009, 0.010], [-0.016, -0.003, 0.034], [-0.041, -0.071, 0.021], [-0.047, 0.041, 0.001], [-0.033, 0.115, -0.037], [0.009, 0.090, 0.039], [0.052, 0.024, 0.008], [0.016, -0.219, -0.089], [-0.001, -0.003, -0.001], [-0.088, 0.001, 0.130], [-0.055, -0.015, -0.015], [0.015, 0.051, -0.009], [0.017, -0.006, 0.025], [0.008, 0.003, -0.002], [-0.010, -0.006, 0.020], [-0.019, 0.002, -0.024], [0.036, -0.008, 0.018], [0.243, -0.047, 0.040], [0.004, 0.044, 0.007], [0.070, -0.013, -0.010], [0.224, 0.369, -0.007], [0.004, -0.006, -0.005], [0.504, 0.399, 0.438], [0.065, 0.039, 0.001], [-0.021, 0.098, -0.260], [-0.049, -0.084, 0.060], [-0.058, -0.030, 0.015], [0.015, 0.685, 0.209], [-0.035, 0.000, 0.039], [-0.138, -0.072, -0.021], [0.190, -0.032, -0.599], [0.018, -0.013, 0.035], [0.025, -0.042, 0.012], [-0.096, -0.392, -0.331], [0.018, -0.069, 0.036], [-0.179, -0.438, -0.309], [-0.129, 0.057, -0.112], [0.157, -0.065, -0.375], [-0.063, -0.018, 0.006], [-0.011, 0.015, 0.020], [0.009, -0.123, -0.112], [0.027, -0.086, -0.006], [0.174, 0.188, 0.152], [-0.011, 0.003, -0.090], [0.029, -0.059, -0.004], [-0.117, 0.060, -0.005], [0.136, -0.078, -0.232], [0.019, 0.040, -0.052], [0.031, 0.021, 0.004], [-0.035, 0.034, -0.055], [0.014, -0.029, -0.015], [-0.003, -0.005, 0.000], [-0.147, 0.032, 0.118], [0.008, -0.081, -0.058], [-0.022, -0.074, 0.140], [0.015, 0.008, 0.007], [-0.063, 0.067, -0.025], [0.047, -0.022, -0.054], [0.004, 0.000, -0.001], [0.019, -0.029, -0.064], [0.142, 0.171, -0.003]],
  "mulliken_charge": [0.347, 0.306, -0.636, 0.312, 0.423, 0.237, -0.606, -0.711, -0.077, 0.263, 0.275, 0.250, -1.366, 0.015, 0.051, 0.228, 0.658, 0.102, 0.307, 0.022, 0.055, 0.340, -0.372, -0.678, -0.410, 0.601, 0.287, -0.754, 0.263, -0.618, -0.698, 0.148, -0.315, -0.054, 0.284, 0.090, -0.071, 0.250, -0.379, 0.843, 0.668, 0.742, 0.074, 0.157, 0.636, -0.408, -0.459, 0.332, 0.127, -0.383, 0.692, -0.292, -1.367, -0.668, 0.241, 0.120, -0.064, 0.322, 0.244, 0.301, 0.272, 0.195, 0.174, -0.815, 0.191, 0.189, 0.363, 0.926, 0.197, 0.266, -0.768, -0.837, 0.226, 0.366, 0.222, -0.894, 0.185, -0.616, -0.191, 0.150, 0.356, -0.660, -0.238, 0.174, 0.352, 0.087, 0.710, 0.620, 0.308, 0.026, 0.241, -0.712, 0.196, 0.237, 0.169, 0.619, 0.261, 0.266, 0.258, 0.212, -0.823, 0.021, -0.190, -0.265, 0.458, -0.889, 0.345, -0.286, 0.711, 0.504, 0.010, -0.601, 0.204, -0.075, 0.495, 0.846, -0.521, -0.575, 0.671, 0.186, -0.756, 0.507, -0.035, -0.166, 0.128, -0.641, 0.505, 0.404, 0.191, 0.105, 0.402, 0.259, -0.632, -0.982, -0.114, 0.373, -0.866, 0.484, 0.113, -0.670, -1.347]
}